Here is a molecular structure, C55H60N8O3Sr from the OMol25 dataset. Energies are from ωB97M-V with the def2-TZVPD basis set.

```
127
Properties=species:S:1:pos:R:3:forces:R:3
Sr 0.04063 0.37824 -0.58877 0.08 -0.12 -1.18
C 1.89604 -6.14533 0.86099 -0.02 -0.03 0.03
C 2.03183 -5.52119 -0.53029 0.02 0.00 -0.03
C 2.13610 -4.02699 -0.49837 0.00 0.02 0.04
C 3.27183 -3.24298 -0.56580 0.02 0.00 -0.02
C 4.69246 -3.71134 -0.64025 -0.01 0.00 -0.02
C 5.34948 -3.84277 0.73589 0.05 -0.01 0.02
C 2.83082 -1.88767 -0.43674 -0.03 -0.05 0.02
N 1.44792 -1.85926 -0.34354 0.05 0.19 0.18
C 1.04148 -3.11257 -0.36713 0.02 0.01 0.14
C -0.38347 -3.55711 -0.47434 0.00 -0.06 0.01
C -1.61781 -2.58786 -0.21657 0.04 -0.01 0.33
C -2.81615 -3.17522 0.52761 -0.16 0.00 -0.05
C -3.37774 -4.54507 0.31218 -0.01 0.01 -0.05
C -2.96891 -5.52512 1.41567 0.01 -0.02 0.01
C -3.30509 -2.23161 1.33732 0.03 0.02 -0.10
C -2.39894 -1.04781 1.22848 -0.02 -0.14 0.01
C -2.61000 0.16583 1.94987 0.01 0.01 0.02
C -1.74624 1.24606 2.06233 0.04 0.05 0.09
N -0.49075 1.32351 1.59200 0.17 -0.37 0.09
C 0.06712 2.50173 2.00652 -0.13 -0.05 0.11
C 1.36341 2.88997 1.81366 -0.09 0.03 0.03
C 2.41901 2.12026 1.19816 0.00 0.01 -0.03
N 2.23964 0.94628 0.61096 -0.20 -0.05 0.07
C 3.47182 0.48585 0.21108 -0.06 -0.03 0.02
C 3.69438 -0.79888 -0.26145 0.11 0.02 -0.02
C 4.47588 1.46499 0.54544 0.03 0.04 0.03
C 3.82047 2.49122 1.17854 0.02 -0.14 0.06
C 4.41314 3.71686 1.80324 0.00 0.03 -0.02
C 4.33385 4.95045 0.90241 -0.01 0.03 0.01
C 5.95374 1.32784 0.34186 0.02 0.02 -0.01
C 6.62901 0.52768 1.45858 0.02 -0.01 0.02
C -0.96253 3.26770 2.74614 0.00 0.15 0.00
C -2.06584 2.50252 2.79073 -0.07 0.02 -0.02
C -3.43251 2.86300 3.27580 0.04 0.02 0.03
C -4.32689 3.26861 2.09928 -0.04 0.01 -0.03
C -0.76515 4.65069 3.27768 -0.05 0.00 -0.04
C -0.03566 4.67106 4.62292 0.02 -0.01 0.02
N -1.44309 -1.29760 0.38444 0.35 0.13 0.27
C -4.58549 -2.24979 2.10833 0.02 -0.03 0.03
C -5.68629 -1.51506 1.33611 -0.01 0.04 0.00
H 1.78844 -7.23272 0.80855 0.00 0.00 0.00
H 1.02506 -5.74229 1.38127 -0.01 0.00 -0.01
H 2.76951 -5.91499 1.47382 0.01 0.00 -0.01
H 1.17260 -5.82202 -1.13897 -0.01 0.00 0.01
H 2.91020 -5.94349 -1.02930 0.01 0.01 0.01
H 5.28231 -3.02597 -1.25716 0.00 0.02 0.02
H 4.73145 -4.67984 -1.14930 0.00 0.00 0.00
H 5.31692 -2.89072 1.26808 0.00 0.01 -0.01
H 6.39403 -4.15847 0.65603 0.00 0.00 0.00
H 4.81607 -4.57267 1.34709 -0.01 0.00 0.00
H -0.51350 -4.51211 0.03877 -0.02 -0.03 -0.05
H -3.05296 -4.92734 -0.65644 0.01 0.00 0.00
H -4.46869 -4.48168 0.26218 0.00 0.00 0.01
H -1.88257 -5.61462 1.47986 0.01 0.00 -0.01
H -3.37695 -6.52233 1.23063 -0.01 0.00 0.00
H -3.32296 -5.18407 2.39053 0.00 0.00 0.00
H -3.55891 0.24654 2.46410 -0.01 0.03 0.00
H 1.64571 3.86242 2.20153 -0.02 0.01 0.00
H 4.74236 -1.02971 -0.44872 -0.01 -0.01 -0.01
H 5.45689 3.52835 2.07650 0.00 -0.01 -0.04
H 3.89352 3.92748 2.74345 0.00 0.00 0.00
H 4.83597 4.76407 -0.04906 0.02 -0.01 0.00
H 4.79299 5.82440 1.37376 0.00 0.01 0.01
H 3.29431 5.18808 0.67144 -0.01 -0.01 -0.01
H 6.40634 2.32278 0.28627 0.00 0.00 0.00
H 6.15913 0.85128 -0.62164 -0.02 -0.02 0.01
H 6.46603 1.00982 2.42429 0.00 0.01 0.00
H 7.70671 0.43671 1.29577 0.00 0.00 0.00
H 6.20477 -0.47536 1.52204 0.00 -0.01 0.00
H -3.36809 3.68145 3.99946 0.01 0.01 -0.02
H -3.87657 2.01569 3.80799 -0.01 0.00 -0.01
H -3.87047 4.08396 1.53575 0.00 0.01 0.01
H -5.31772 3.57986 2.44074 0.00 0.00 0.00
H -4.44693 2.44096 1.39886 0.01 -0.01 0.00
H -1.73610 5.14284 3.37704 0.00 -0.01 0.01
H -0.20826 5.23115 2.53745 0.01 0.00 0.00
H -0.61662 4.14015 5.38011 -0.01 0.00 0.00
H 0.13253 5.69302 4.97325 0.00 0.01 -0.01
H 0.93114 4.17115 4.54556 0.00 0.00 -0.01
H -4.43608 -1.78272 3.08696 0.00 0.00 0.00
H -4.88831 -3.28344 2.29963 -0.01 0.00 -0.02
H -5.40763 -0.47491 1.16114 0.00 0.00 0.00
H -6.63105 -1.53195 1.88616 -0.01 -0.01 -0.01
H -5.82773 -1.95386 0.34768 0.00 -0.01 0.00
O -4.97144 -1.29451 -2.01250 0.01 0.07 -0.01
C -3.73880 -1.10159 -2.14297 -0.06 -0.03 0.01
N -3.00329 0.00288 -2.15332 0.03 -0.03 0.03
C -3.63130 1.25059 -2.23300 0.02 0.08 -0.04
C -4.97176 1.41464 -2.63644 0.03 0.00 0.04
C -5.55238 2.65841 -2.82181 -0.09 -0.08 -0.02
C -4.80701 3.80220 -2.59929 0.03 0.08 0.01
C -3.48967 3.67775 -2.19232 -0.02 -0.03 0.01
C -2.86689 2.43366 -2.00761 -0.09 0.03 0.20
N -1.48650 2.36912 -1.73868 0.05 -0.03 -0.09
C -0.89163 3.41632 -1.18805 0.20 0.08 -0.05
O -1.33363 4.37022 -0.51638 0.02 0.03 0.01
C 0.59489 3.51836 -1.55845 -0.05 0.09 -0.02
C 1.15300 4.79730 -1.62425 0.00 -0.03 0.04
C 2.43138 4.94874 -2.12244 0.00 0.02 0.03
C 3.15052 3.81954 -2.49269 0.02 -0.08 0.00
C 2.54274 2.58548 -2.33839 0.09 0.10 0.12
N 1.29332 2.43900 -1.90911 -0.11 -0.14 -0.02
C -2.92855 -2.36003 -2.37964 0.07 -0.02 -0.04
C -3.30646 -3.32432 -3.25151 -0.07 0.09 -0.01
C -2.62133 -4.60379 -3.24072 0.07 -0.05 0.04
C -1.47366 -4.79558 -2.57358 -0.06 -0.06 -0.01
C -0.80667 -3.59268 -1.97473 0.03 -0.03 -0.01
N -1.75942 -2.52920 -1.68116 0.02 0.09 -0.10
H -5.55794 0.52500 -2.79119 -0.01 -0.03 -0.01
H -6.59188 2.72016 -3.13049 0.01 0.01 0.00
H -5.24218 4.78890 -2.72654 0.01 0.00 0.00
H -2.91190 4.56779 -1.99600 -0.01 0.00 -0.01
H 0.54671 5.62546 -1.28612 0.01 0.01 -0.02
H 2.87396 5.93542 -2.20573 0.01 0.00 0.00
H 4.16506 3.88085 -2.86529 0.00 0.03 0.00
H 3.08555 1.66918 -2.54430 0.01 0.00 -0.01
H -4.20721 -3.18107 -3.83018 0.00 0.00 -0.01
H -3.10779 -5.44611 -3.72456 0.00 0.00 0.00
H -1.02082 -5.77784 -2.48094 0.03 0.01 -0.01
H 0.00899 -3.23880 -2.62236 -0.01 0.00 0.02
C 1.94787 -0.37795 -4.17460 0.08 -0.05 0.02
O 1.00167 -0.69498 -3.17277 -0.33 0.30 -0.02
H 1.95325 0.68961 -4.40998 0.00 0.00 0.00
H 1.76138 -0.94515 -5.09357 0.00 0.01 0.00
H 2.92856 -0.65629 -3.78719 0.00 -0.01 0.00
H 0.17290 -0.25071 -3.40322 -0.09 -0.16 -0.05
```
Positions in Å, forces in eV/Å.

Summary:
- E_LUMO: 3.97 eV
- HOMO: -0.04322 Ha
- Total charge: -2
- Max |F|: 0.0231 Eh/bohr